# CH3FN2OS

A 2-piece molecular cluster, CH3FN2OS overall at a distorted geometry (ωB97M-V with the def2-TZVPD basis set, the Open Molecules 2025 dataset).

Geometry as XYZ:
```
9
Properties=species:S:1:pos:R:3:forces:R:3:lowdin_charge:R:1
C -0.530 -1.418 -0.314 1.00 3.97 0.26 0.09
N 0.760 0.419 -0.338 0.49 -3.73 -0.51 -0.02
N 0.049 1.377 0.252 0.27 -0.59 -0.30 -0.93
O -1.167 1.399 0.042 0.33 -0.15 0.00 -0.10
F -0.516 -1.761 0.945 -0.57 0.37 -0.48 0.07
S 0.905 2.486 1.063 0.35 1.08 0.89 0.62
H -0.166 -2.171 -0.947 0.91 -0.87 -0.82 0.08
H -1.075 -0.548 -0.748 -0.67 -1.22 1.20 0.08
H 1.740 0.217 0.045 -2.10 1.13 -0.23 0.09
```
Forces are in eV/Å.

Output
E_tot (eV): -19659.7722
Highest occupied orbital energy (alpha / beta) (eV): -8.63 / -8.64
Energy relative to the best compared isomer or geometry (same formula, charge and spin) (kcal/mol): 122.7

# CH3FO2

The molecule CH3FO2 at a distorted geometry (ωB97M-V with the def2-TZVPD basis set, the Open Molecules 2025 dataset).

Geometry as XYZ:
```
7
Properties=species:S:1:pos:R:3:forces:R:3:lowdin_charge:R:1
C 0.112 0.052 -0.324 1.12 -0.71 -0.35 -0.57
O -0.313 1.269 -0.056 -1.28 1.92 1.34 0.09
O -0.698 -0.947 0.125 0.83 -0.89 1.32 0.06
F 1.417 -0.183 0.219 -0.43 0.13 0.48 -0.02
H 0.331 -0.081 -1.358 -0.19 0.44 -1.09 0.15
H -0.825 1.384 0.802 1.07 -0.80 -1.48 0.16
H -0.024 -1.495 0.593 -1.13 -0.10 -0.24 0.13
```
Forces are in eV/Å.

Output
E_tot (eV): -7897.9567
Highest occupied orbital energy (eV): -11.68
SMILES string: OC(O)F
Energy relative to the best compared isomer or geometry (same formula, charge and spin) (kcal/mol): 6.9

# CH3FOS

The molecule CH3FOS at a distorted geometry (ωB97M-V with the def2-TZVPD basis set, the Open Molecules 2025 dataset).

Geometry as XYZ:
```
7
Properties=species:S:1:pos:R:3:forces:R:3:lowdin_charge:R:1
C 0.038 0.141 -0.639 0.15 -3.65 0.10 -0.49
O 0.880 -0.877 0.084 -0.31 0.84 -1.98 -0.18
F 0.632 2.368 -1.954 0.60 -1.98 -0.20 -0.49
S 1.045 0.698 -2.029 -0.92 2.72 0.50 0.92
H -0.824 -0.501 -1.064 0.91 1.57 0.84 0.10
H -0.226 0.860 0.128 -0.12 0.39 -0.54 0.09
H 1.337 -1.333 -0.666 -0.32 0.09 1.27 0.05
```
Forces are in eV/Å.

Output
E_tot (eV): -16684.0271
Highest occupied orbital energy (eV): -9.72
SMILES string: OCSF
Energy relative to the best compared isomer or geometry (same formula, charge and spin) (kcal/mol): 33.7

# CH3FOS

A 2-piece molecular cluster, CH3FOS overall at a distorted geometry (ωB97M-V with the def2-TZVPD basis set, the Open Molecules 2025 dataset).

Geometry as XYZ:
```
7
Properties=species:S:1:pos:R:3:forces:R:3:lowdin_charge:R:1
C 0.419 0.553 0.208 -2.03 0.85 -0.62 -0.26
O -1.496 -1.065 1.106 -0.10 -0.42 0.11 -0.44
F 0.285 -1.570 -1.761 -1.59 1.28 2.01 -0.54
S -1.125 -0.387 -0.104 2.89 -0.66 -1.41 1.08
H 0.009 1.492 0.635 0.38 -0.52 0.50 0.06
H 0.638 0.857 -0.791 0.65 -0.09 -0.87 0.03
H 1.270 0.120 0.707 -0.21 -0.44 0.28 0.07
```
Forces are in eV/Å.

Output
E_tot (eV): -16682.5751
Highest occupied orbital energy (alpha / beta) (eV): -11.12 / -10.59
Energy relative to the best compared isomer or geometry (same formula, charge and spin) (kcal/mol): 67.2

# CH3IN2

The molecule CH3IN2 at a distorted geometry (ωB97M-V with the def2-TZVPD basis set, the Open Molecules 2025 dataset).

Geometry as XYZ:
```
7
Properties=species:S:1:pos:R:3:forces:R:3:lowdin_charge:R:1
C -0.025 -0.234 0.262 1.47 1.79 0.55 -0.22
N -0.989 -0.919 0.980 -3.64 -7.71 0.11 -0.11
N -1.427 -2.302 0.395 4.54 8.69 0.36 -0.65
I -2.281 -3.472 1.641 -1.28 -0.84 1.65 0.75
H -0.476 0.435 -0.419 -0.88 1.24 -0.68 0.07
H 0.534 -0.829 -0.362 1.56 -1.74 -1.38 0.04
H 0.724 0.422 0.891 -1.79 -1.44 -0.62 0.13
```
Forces are in eV/Å.

Output
E_tot (eV): -12161.5997
Highest occupied orbital energy (eV): -9.09
SMILES string: C/N=N/I
Energy relative to the best compared isomer or geometry (same formula, charge and spin) (kcal/mol): 70.9

# CH3IN2O

CH3IN2O as an isolated structure at a distorted geometry (ωB97M-V with the def2-TZVPD basis set, the Open Molecules 2025 dataset).

Geometry as XYZ:
```
8
Properties=species:S:1:pos:R:3:forces:R:3:lowdin_charge:R:1
C 0.557 -1.607 0.036 0.72 2.44 -2.37 -0.53
N -0.959 2.197 0.037 -1.39 3.79 -0.72 0.12
N -0.776 1.039 0.134 1.49 -5.11 -0.58 -0.44
O -1.339 -0.027 0.157 -1.02 1.20 0.74 -0.04
I 1.763 0.030 0.103 0.57 -0.68 0.24 0.94
H 0.339 -1.909 -0.950 -0.27 -0.21 -0.89 -0.04
H 0.470 -2.292 0.761 -0.06 -1.98 2.94 -0.07
H -0.055 2.570 -0.279 -0.06 0.55 0.64 0.05
```
Forces are in eV/Å.

Output
E_tot (eV): -14207.8765
Highest occupied orbital energy (alpha / beta) (eV): -8.28 / -8.49
Energy relative to the best compared isomer or geometry (same formula, charge and spin) (kcal/mol): 117.4

# CH3IN2O

A 2-piece molecular cluster, CH3IN2O overall at a distorted geometry (ωB97M-V with the def2-TZVPD basis set, the Open Molecules 2025 dataset).

Geometry as XYZ:
```
8
Properties=species:S:1:pos:R:3:forces:R:3:lowdin_charge:R:1
C 0.029 0.348 0.067 -0.17 0.17 0.58 -0.19
N -0.141 -0.260 -1.011 -0.12 -0.34 -1.07 0.01
N 2.510 -1.258 -0.082 -0.72 -2.65 0.28 -0.46
O 2.769 -2.374 0.147 -0.06 1.78 -0.33 -0.08
I 4.067 0.191 0.022 1.04 0.73 0.10 0.57
H -0.481 0.142 1.012 -0.08 -0.06 -0.05 0.07
H 0.761 1.146 0.079 0.15 0.23 0.11 0.03
H -0.828 -1.013 -0.999 -0.04 0.13 0.37 0.04
```
Forces are in eV/Å.

Output
E_tot (eV): -14210.4588
Highest occupied orbital energy (alpha / beta) (eV): -9.43 / -9.43
SMILES string: O=NI.C=N
Energy relative to the best compared isomer or geometry (same formula, charge and spin) (kcal/mol): 57.8

# CH3INOP

A 2-piece molecular cluster, CH3INOP overall at a distorted geometry (ωB97M-V with the def2-TZVPD basis set, the Open Molecules 2025 dataset).

Geometry as XYZ:
```
8
Properties=species:S:1:pos:R:3:forces:R:3:lowdin_charge:R:1
C 0.980 -0.765 0.044 -0.45 0.64 -2.49 -0.81
N -1.203 0.057 0.925 0.31 -1.35 0.55 -0.34
O 1.036 -0.379 -1.069 -0.09 -0.64 1.69 -0.16
P -1.051 1.271 -0.135 -1.40 0.89 0.20 0.68
I 2.624 -1.769 0.834 1.00 -0.78 0.96 0.80
H -1.742 -0.745 0.532 0.35 0.88 0.39 0.00
H -0.864 0.536 -1.276 0.22 0.32 -1.20 -0.10
H 0.221 1.794 0.145 0.06 0.06 -0.09 -0.08
```
Forces are in eV/Å.

Output
E_tot (eV): -22008.5727
Highest occupied orbital energy (alpha / beta) (eV): -8.65 / -8.62
Energy relative to the best compared isomer or geometry (same formula, charge and spin) (kcal/mol): 91.6